Entry from the OMol25 dataset: an isolated molecule of C10H7NO2 at a distorted geometry (ωB97M-V with the def2-TZVPD basis set).

Element x y z (Å)
C (-3.609, -0.829, 0.107)
C (-2.439, -0.073, -0.123)
C (-2.279, 1.283, 0.252)
C (-0.859, 1.511, 0.442)
C (-0.190, 0.182, -0.031)
C (1.184, -0.001, -0.270)
C (1.946, -1.260, 0.061)
C (3.258, -1.301, 0.381)
C (4.116, -0.097, 0.302)
C (2.077, 1.067, -0.533)
H (-3.376, -1.845, 0.637)
H (-3.190, 2.059, 0.541)
H (-0.751, 2.644, 0.999)
H (1.475, -2.397, 0.117)
H (3.686, -2.267, 0.305)
H (5.219, -0.353, 0.427)
H (1.834, 2.253, -0.661)
N (3.441, 0.964, -0.230)
O (-4.808, -0.440, -0.062)
O (-1.219, -0.776, -0.474)

SMILES: O=Cc1ccc(-c2cccnc2)o1
HOMO in eV: -8.5016

=====

Entry from the OMol25 dataset: a structure of composition C10H8 at a distorted geometry (ωB97M-V with the def2-TZVPD basis set).

Element x y z (Å)
C (2.748, -0.707, -0.035)
C (2.754, 0.668, 0.031)
C (1.543, -1.450, 0.029)
C (1.491, 1.441, -0.011)
C (0.420, -0.717, -0.019)
C (0.391, 0.682, -0.162)
C (-1.117, -0.644, -0.047)
C (-1.119, 0.681, -0.251)
C (-2.612, -0.765, 0.010)
C (-2.631, 0.768, 0.110)
H (3.694, -1.261, -0.151)
H (3.684, 1.254, 0.229)
H (1.639, -2.511, -0.131)
H (1.309, 2.476, 0.181)
H (-2.893, -1.058, -0.971)
H (-3.175, -1.298, 0.798)
H (-2.815, 1.267, 1.153)
H (-3.309, 1.175, -0.762)

HOMO in eV: -7.5792

=====

- Which formula does entry 2 have?
  C10H8

=====

Copy entry 1 word for word.
Entry from the OMol25 dataset: an isolated molecule of C10H7NO2 at a distorted geometry (ωB97M-V with the def2-TZVPD basis set).

Element x y z (Å)
C (-3.609, -0.829, 0.107)
C (-2.439, -0.073, -0.123)
C (-2.279, 1.283, 0.252)
C (-0.859, 1.511, 0.442)
C (-0.190, 0.182, -0.031)
C (1.184, -0.001, -0.270)
C (1.946, -1.260, 0.061)
C (3.258, -1.301, 0.381)
C (4.116, -0.097, 0.302)
C (2.077, 1.067, -0.533)
H (-3.376, -1.845, 0.637)
H (-3.190, 2.059, 0.541)
H (-0.751, 2.644, 0.999)
H (1.475, -2.397, 0.117)
H (3.686, -2.267, 0.305)
H (5.219, -0.353, 0.427)
H (1.834, 2.253, -0.661)
N (3.441, 0.964, -0.230)
O (-4.808, -0.440, -0.062)
O (-1.219, -0.776, -0.474)

SMILES: O=Cc1ccc(-c2cccnc2)o1
HOMO in eV: -8.5016

=====

- HOMO of number 2 (C10H8)?
  -7.5792 eV